Molecular formula: C3H7O4P
Method: DFT, ωB97M-V with the def2-TZVPD basis set

Element x y z (Å)
C1 0.563 1.702 0.149
C2 0.049 0.510 0.659
C3 -0.163 -0.567 -0.415
O1 0.913 2.835 0.899
O2 -0.308 0.267 1.972
O3 -1.284 -0.187 -1.193
O4 0.943 -0.559 -1.298
P1 -0.621 -2.268 0.288
H1 0.836 1.654 -0.856
H2 0.918 2.628 1.784
H3 -1.260 0.007 1.919
H4 -1.193 0.808 -1.435
H5 1.053 -1.261 -1.965
H6 -1.120 -2.708 -0.935
H7 0.673 -2.861 0.427

As for the total charge: 0. For the energy relative to the best compared isomer or geometry (same formula, charge and spin), the calculation gives 2.8104 eV. As for the multiplicity: 1. The SMILES is O/C=C(\O)C(O)(O)P. Its total energy is -760.73548 Ha. The LUMO energy comes out at 0.53 eV.


Molecular formula: C3H7OP
Method: DFT, ωB97M-V with the def2-TZVPD basis set

Element x y z (Å)
C1 2.402 0.652 -0.412
C2 1.701 0.057 0.460
C3 -1.807 -0.824 -0.338
O1 -1.303 1.897 -0.096
P1 -1.000 0.605 0.426
H1 3.472 0.446 -0.399
H2 1.881 1.099 -1.280
H3 1.949 -0.575 1.297
H4 -2.688 -0.923 0.225
H5 -2.052 -0.875 -1.391
H6 -1.070 -1.749 -0.172
H7 -1.483 0.190 1.679

As for the total charge: 0. For the energy relative to the best compared isomer or geometry (same formula, charge and spin), the calculation gives 3.1996 eV. As for the multiplicity: 1. Its total energy is -534.96062 Ha. The LUMO energy (alpha / beta) comes out at -0.07 / -0.07 eV.


Molecular formula: C3H7OPS
Method: DFT, ωB97M-V with the def2-TZVPD basis set

Element x y z (Å)
C1 1.167 -0.030 1.242
C2 1.885 -0.313 -0.061
C3 -1.994 0.678 -0.590
O1 -0.203 -0.170 1.101
P1 -1.722 -0.944 0.229
S1 2.009 0.451 2.554
H1 1.208 -0.090 -0.930
H2 2.266 -1.397 -0.148
H3 2.755 0.344 0.080
H4 -1.109 0.878 -1.338
H5 -2.114 1.446 0.076
H6 -2.903 0.690 -1.226
H7 -1.246 -1.543 -0.988

As for the total charge: 0. For the energy relative to the best compared isomer or geometry (same formula, charge and spin), the calculation gives 2.1152 eV. As for the multiplicity: 1. The SMILES is CPOC(C)=S. Its total energy is -933.21425 Ha. The LUMO energy comes out at -0.30 eV.